(1)
Below is one molecule with the formula C17H23N3O3, with properties calculated with ωB97M-V with the def2-TZVPD basis set.

The geometry in ORCA input format:
```
! RIJCOSX wB97M-V def2-TZVPD def2/J DEFGRID3
* xyz 0 1
C 3.010 0.914 2.829
N 1.824 1.323 2.159
C 1.820 2.209 1.151
O 2.867 2.718 0.689
C 0.440 2.550 0.555
C 0.556 3.486 -0.678
C 0.849 2.460 -1.757
C -0.123 1.311 -1.393
N -0.278 1.379 0.057
C -0.964 0.535 0.825
O -0.952 0.690 2.038
C -1.569 -0.760 0.229
C -0.711 -1.994 0.451
C 0.459 -1.971 -0.469
C 0.361 -2.533 -1.772
C 1.469 -2.489 -2.644
C 2.683 -1.970 -2.210
C 2.825 -1.476 -0.895
C 1.706 -1.420 -0.047
N -2.923 -1.002 0.787
C -3.991 -1.432 0.049
C -5.306 -1.508 0.749
O -3.937 -1.677 -1.161
H 3.504 1.788 3.279
H 3.684 0.513 2.073
H 2.788 0.170 3.613
H 0.907 0.932 2.428
H -0.152 3.101 1.332
H 1.364 4.209 -0.625
H -0.384 4.024 -0.848
H 0.663 2.820 -2.772
H 1.867 2.063 -1.612
H 0.296 0.387 -1.746
H -1.140 1.543 -1.806
H -1.653 -0.707 -0.852
H -0.446 -2.174 1.498
H -1.277 -2.848 0.122
H -0.624 -2.901 -2.055
H 1.328 -2.861 -3.672
H 3.512 -1.922 -2.883
H 3.788 -1.077 -0.544
H 1.789 -1.022 0.941
H -3.093 -0.728 1.725
H -5.733 -0.519 0.873
H -5.936 -2.185 0.230
H -5.164 -1.949 1.759
*
```

The gap between HOMO and LUMO comes out at 9.9 eV. Its SMILES is CNC(=O)[C@H]1CCCN1C(=O)[C@@H](Cc1ccccc1)NC(C)=O. The calculation puts the highest occupied orbital energy at -9.223 eV. The largest force on an atom is 2.29 eV/A. As for the molar mass: 317.4 Da.

***

(2)
Below is one molecule with the formula C17H23N3O3, with properties calculated with ωB97M-V with the def2-TZVPD basis set.

The geometry in ORCA input format:
```
! RIJCOSX wB97M-V def2-TZVPD def2/J DEFGRID3
* xyz 0 1
C 1.019 2.028 3.348
N 1.129 1.118 2.242
C 2.113 0.256 2.121
O 3.025 0.180 2.973
C 2.178 -0.574 0.808
C 1.836 -2.046 0.970
C 0.429 -2.398 1.322
C -0.538 -2.795 0.390
C -1.826 -3.209 0.820
C -2.126 -3.279 2.190
C -1.140 -2.928 3.152
C 0.146 -2.496 2.682
N 1.608 -0.047 -0.441
C 0.418 0.399 -0.713
O -0.477 0.375 0.127
C 0.191 0.987 -2.162
C -0.085 -0.166 -3.165
C -1.218 0.311 -4.088
C -2.018 1.193 -3.126
N -1.035 1.775 -2.209
C -1.362 2.903 -1.507
C -0.258 3.681 -0.790
O -2.505 3.390 -1.509
H 1.219 1.476 4.272
H -0.015 2.419 3.391
H 1.735 2.834 3.227
H 0.438 1.082 1.485
H 3.232 -0.584 0.551
H 2.084 -2.589 0.052
H 2.449 -2.434 1.768
H -0.328 -2.828 -0.687
H -2.498 -3.555 0.054
H -3.078 -3.664 2.502
H -1.289 -3.090 4.203
H 0.934 -2.326 3.413
H 2.200 0.067 -1.199
H 1.074 1.572 -2.498
H -0.462 -1.051 -2.660
H 0.785 -0.434 -3.745
H -1.815 -0.564 -4.382
H -0.835 0.921 -4.930
H -2.757 0.584 -2.600
H -2.549 1.966 -3.687
H 0.400 4.033 -1.578
H -0.676 4.528 -0.246
H 0.250 2.982 -0.138
*
```

The gap between HOMO and LUMO comes out at 9.3 eV. Its SMILES is CNC(=O)[C@@H](Cc1ccccc1)NC(=O)[C@H]1CCCN1C(C)=O. The calculation puts the highest occupied orbital energy at -9.042 eV. The largest force on an atom is 2.68 eV/A. As for the molar mass: 317.4 Da.

***

(3)
Below is one molecule with the formula C17H23NO3, with properties calculated with ωB97M-V with the def2-TZVPD basis set.

The geometry in ORCA input format:
```
! RIJCOSX wB97M-V def2-TZVPD def2/J DEFGRID3
* xyz 0 1
C 1.176 3.031 -3.266
C 1.965 2.326 -2.179
O 3.182 2.372 -2.186
C 1.232 1.642 -1.125
C -0.104 1.271 -1.024
C -1.201 1.366 -2.027
N -0.334 0.714 0.199
C -1.576 0.184 0.694
C -1.695 -1.320 0.430
C -3.021 -1.876 0.963
O -3.078 -3.282 0.871
C -3.877 -3.859 -0.151
C -5.374 -3.615 0.070
C -3.457 -3.449 -1.564
C 0.844 0.678 0.912
C 1.115 0.199 2.187
C 2.408 0.301 2.652
C 3.419 0.871 1.865
O 4.670 0.930 2.406
C 3.153 1.350 0.596
C 1.853 1.248 0.112
H 0.306 3.537 -2.861
H 0.857 2.307 -4.014
H 1.829 3.751 -3.753
H -0.800 1.317 -3.034
H -1.907 0.548 -1.907
H -1.746 2.306 -1.921
H -1.619 0.371 1.770
H -2.411 0.718 0.232
H -0.874 -1.843 0.923
H -1.613 -1.513 -0.641
H -3.103 -1.633 2.030
H -3.861 -1.402 0.445
H -3.677 -4.929 -0.021
H -5.949 -4.255 -0.594
H -5.637 -3.848 1.098
H -5.644 -2.581 -0.134
H -3.680 -2.401 -1.750
H -4.002 -4.047 -2.289
H -2.393 -3.619 -1.703
H 0.350 -0.245 2.805
H 2.672 -0.058 3.634
H 5.271 1.333 1.767
H 3.926 1.786 -0.018
*
```

The gap between HOMO and LUMO comes out at 8.4 eV. Its SMILES is CC(=O)c1c(C)n(CCCOC(C)C)c2ccc(O)cc12. The calculation puts the highest occupied orbital energy at -7.827 eV. The largest force on an atom is 0.73 eV/A. As for the molar mass: 289.4 Da.

***

(4)
Below is a 2-piece molecular cluster, C17H23OSi overall, with properties calculated with ωB97M-V with the def2-TZVPD basis set.

The geometry in ORCA input format:
```
! RIJCOSX wB97M-V def2-TZVPD def2/J DEFGRID3
* xyz 1 1
C 2.291 0.362 -3.935
O 0.922 0.390 -4.388
C 0.111 -0.596 -3.781
C -1.373 -0.315 -3.968
C -2.227 -1.422 -4.027
C -3.612 -1.242 -4.087
C -4.140 0.063 -4.087
C -3.279 1.173 -4.057
C -1.894 0.983 -4.002
H 2.735 1.300 -4.289
H 2.374 0.326 -2.827
H 2.858 -0.489 -4.353
H 0.328 -1.586 -4.221
H -1.772 -2.415 -4.009
H -4.277 -2.112 -4.116
H -5.223 0.204 -4.088
H -3.698 2.181 -4.065
H -1.213 1.834 -3.985
C 2.984 -0.067 1.536
Si 1.323 -0.550 2.186
C 0.732 -2.286 2.230
C -0.002 0.674 1.772
C 0.182 0.830 3.278
C 1.121 1.771 3.814
C 1.410 1.744 5.172
C 0.729 0.857 6.014
C -0.358 0.107 5.542
C -0.679 0.136 4.193
H 0.310 -0.668 -2.732
H 3.589 0.439 2.302
H 3.527 -0.961 1.191
H 2.877 0.618 0.676
H 0.626 -2.640 3.262
H -0.251 -2.357 1.741
H 1.430 -2.953 1.704
H 0.348 1.490 1.142
H -0.929 0.214 1.436
H 1.514 2.538 3.141
H 2.153 2.432 5.592
H 1.015 0.781 7.058
H -0.965 -0.478 6.243
H -1.595 -0.309 3.792
*
```

The gap between HOMO and LUMO comes out at 6.0 eV. The calculation puts the highest occupied orbital energy at -10.824 eV. The largest force on an atom is 1.97 eV/A. As for the molar mass: 271.5 Da.

***

(5)
Below is a 2-piece molecular cluster, C17H23OSi overall, with properties calculated with ωB97M-V with the def2-TZVPD basis set.

The geometry in ORCA input format:
```
! RIJCOSX wB97M-V def2-TZVPD def2/J DEFGRID3
* xyz 1 1
C -1.981 0.845 -3.670
O -0.610 1.305 -3.478
C -0.444 2.040 -2.284
C 0.875 2.757 -2.172
C 0.898 3.904 -1.375
C 2.095 4.605 -1.241
C 3.257 4.144 -1.908
C 3.233 2.912 -2.602
C 2.040 2.199 -2.721
H -1.939 0.146 -4.509
H -2.443 0.294 -2.813
H -2.658 1.690 -3.931
H -1.339 2.639 -2.031
H 0.001 4.245 -0.863
H 2.153 5.537 -0.665
H 4.179 4.748 -1.955
H 4.125 2.498 -3.094
H 1.949 1.242 -3.230
C -2.282 -1.833 -0.020
Si -1.332 -1.481 1.588
C -1.594 0.231 2.251
C 0.519 -1.367 0.877
C 0.403 -2.384 1.934
C 0.043 -3.738 1.575
C -0.164 -4.630 2.601
C -0.032 -4.241 3.932
C 0.395 -2.957 4.276
C 0.633 -2.009 3.310
H -0.295 1.324 -1.540
H -2.630 -2.876 0.096
H -3.128 -1.112 -0.034
H -1.646 -1.726 -0.934
H -1.740 0.068 3.329
H -0.739 0.910 2.073
H -2.511 0.630 1.782
H 0.700 -1.754 -0.131
H 1.106 -0.482 1.143
H 0.036 -4.031 0.518
H -0.460 -5.642 2.350
H -0.245 -4.955 4.719
H 0.524 -2.679 5.315
H 1.046 -1.016 3.535
*
```

The gap between HOMO and LUMO comes out at 5.5 eV. The calculation puts the highest occupied orbital energy at -10.798 eV. The largest force on an atom is 4.33 eV/A. As for the molar mass: 271.5 Da.

***

no.,LUMO energy (Ha),DFT total energy (eV)
1,0.0241,-28616.60651
2,0.0107,-28615.91138
3,0.0193,-25635.09591
4,-0.1762,-27919.48364
5,-0.1950,-27917.96411